This record from OMol25 describes 2 unconnected molecules or ions with the total composition C18H24ClO2 in a non-equilibrium geometry. The level of theory is the ωB97M-V functional and the def2-TZVPD basis.

**Highest occupied orbital energy**: -11.31 eV
**Electronic energy**: -35664.1038 eV
**M**: 307.84 g mol⁻¹

```
! RIJCOSX wB97M-V def2-TZVPD def2/J DEFGRID3
* xyz 1 1
C 3.786 2.381 -1.583
C 2.570 1.678 -2.141
O 1.646 1.481 -0.931
C 0.475 0.865 -1.145
C 0.109 -0.418 -0.797
C -1.097 -0.866 -1.479
O -0.532 1.577 -1.633
C -0.455 3.054 -1.445
C -1.675 3.590 -2.134
H 4.523 2.494 -2.392
H 3.519 3.385 -1.211
H 4.239 1.792 -0.770
H 2.030 2.290 -2.881
H 2.793 0.674 -2.534
H 0.946 -1.105 -0.695
H -1.165 -1.953 -1.389
H -1.986 -0.429 -0.998
H -1.124 -0.602 -2.548
H -0.467 3.242 -0.363
H 0.470 3.433 -1.899
H -1.766 4.657 -1.933
H -1.596 3.463 -3.216
H -2.586 3.098 -1.787
Cl -1.481 -6.699 0.787
C -1.201 -5.051 1.179
C -2.292 -4.189 1.361
C -2.073 -2.829 1.593
C -0.743 -2.298 1.590
C -0.509 -0.880 1.613
C 0.790 -0.284 2.080
C 0.487 1.240 2.271
C -0.998 1.335 2.050
C -1.536 0.100 1.739
C 0.331 -3.217 1.526
C 0.112 -4.564 1.263
H -3.311 -4.587 1.333
H -2.924 -2.165 1.785
H 1.089 -0.719 3.050
H 1.610 -0.453 1.372
H 0.800 1.591 3.264
H 1.055 1.822 1.522
H -1.550 2.275 2.129
H -2.605 -0.111 1.603
H 1.351 -2.849 1.655
H 0.942 -5.248 1.138
*
```